(1)
Entry from the Open Molecules 2025 dataset: an isolated molecule of C4H9OPS (ωB97M-V with the def2-TZVPD basis set).

Calculated values
highest occupied orbital energy (spin up / spin down)	-8.09 / -8.30	eV
gap between HOMO and LUMO (spin up / spin down)	7.37 / 8.58	eV
molecular weight	136.2	g/mol

Geometry (Å):
C1 -0.5276 0.5587 0.3679
C2 -0.2442 -0.0553 -0.9586
C3 -0.5555 -0.3953 1.5859
C4 1.0069 -0.5093 -1.4622
O1 3.0316 -2.5301 0.8095
P1 1.1786 -0.7244 2.1786
S1 1.5771 -2.3041 0.7674
H1 0.2721 1.3598 0.5710
H2 -1.5271 0.6997 0.1852
H3 -0.9935 -0.8710 -0.9896
H4 -0.6666 0.6753 -1.6662
H5 -0.9920 0.1045 2.3613
H6 -0.8830 -1.4280 1.3427
H7 1.0647 -1.3885 -2.0799
H8 1.9911 -0.1706 -1.0350
H9 1.8376 0.0629 1.3437

(2)
Entry from the Open Molecules 2025 dataset: a cluster of 2 separate species, C4H9OPS in total (ωB97M-V with the def2-TZVPD basis set).

Calculated values
highest occupied orbital energy	-9.42	eV
gap between HOMO and LUMO	8.19	eV
molecular weight	136.2	g/mol

Geometry (Å):
O1 -3.5728 -1.4131 1.5920
P1 -2.8615 -0.5076 0.7441
S1 -3.7859 0.4616 -0.6993
H1 -1.5256 -0.8188 0.7715
C1 0.6520 2.0115 0.4748
C2 0.6257 0.7693 -0.4291
C3 1.1877 -0.4150 -0.1139
C4 1.3719 -1.6711 -0.8880
H2 -0.3093 2.4832 0.3383
H3 1.3669 2.6349 0.0322
H4 0.8334 1.8469 1.5474
H5 0.1055 1.0532 -1.3787
H6 1.4497 -0.4138 1.0070
H7 0.8593 -2.5935 -0.3428
H8 2.3616 -1.9293 -0.6704
H9 1.2414 -1.4984 -1.9848

Which one is most stable, and which one is least stable? (2) is the most stable of them, while (1) is the least stable.

(1)
Entry from the Open Molecules 2025 dataset: a cluster of 2 separate species, CHIOS2 in total (ωB97M-V with the def2-TZVPD basis set).

Calculated values
highest occupied orbital energy (spin up / spin down)	-9.11 / -8.95	eV
gap between HOMO and LUMO (spin up / spin down)	7.53 / 7.41	eV
molecular weight	220.1	g/mol

Geometry (Å):
S1 -0.4124 -0.9861 -0.6025
C1 -0.2212 0.5748 -0.6377
I1 -1.4149 2.0349 0.2773
H1 0.6537 0.8702 -1.1034
O1 -4.5357 0.4298 0.5389
S2 -4.5342 1.3462 -0.6431

(2)
Entry from the Open Molecules 2025 dataset: an isolated molecule of CHIOS2 (ωB97M-V with the def2-TZVPD basis set).

Calculated values
highest occupied orbital energy (spin up / spin down)	-8.62 / -8.78	eV
gap between HOMO and LUMO (spin up / spin down)	7.26 / 7.44	eV
molecular weight	220.1	g/mol

Geometry (Å):
C1 -0.5393 -0.3188 -0.9773
O1 1.0949 -0.2458 2.6344
S1 -0.9498 0.2587 0.6425
S2 0.9177 0.2137 1.2841
I1 -1.1064 0.7417 -2.6685
H1 0.5830 -0.6495 -0.9152

Which one is most stable, and which one is least stable? (2) is the most stable of them, while (1) is the least stable.

(1)
Entry from the Open Molecules 2025 dataset: the ion C3H11NOP with charge +1 (ωB97M-V with the def2-TZVPD basis set).

Calculated values
highest occupied orbital energy	-12.55	eV
total charge	+1
gap between HOMO and LUMO	8.94	eV
molecular weight	108.1	g/mol

Geometry (Å):
C1 -2.6418 -0.2739 0.1354
C2 -1.2226 -0.4336 0.5785
N1 -0.2723 0.4704 -0.2779
C3 1.1971 0.3286 0.1484
O1 1.5886 1.7535 0.2964
P1 2.6004 -0.4903 -0.6196
H1 -2.7535 0.6847 -0.3291
H2 -2.8731 -1.0910 -0.5308
H3 -3.3380 -0.3131 0.9315
H4 -0.8125 -1.4419 0.4356
H5 -1.0920 -0.1824 1.5849
H6 -0.4851 1.5131 -0.2644
H7 -0.2874 0.2415 -1.2775
H8 1.2572 1.8702 1.1667
H9 3.2567 -0.7656 -1.9012
H10 2.4313 -1.8040 -0.3458
H11 3.4470 -0.0662 0.2689

(2)
Entry from the Open Molecules 2025 dataset: the ion C3H11NOP with charge +1 (ωB97M-V with the def2-TZVPD basis set).

Calculated values
highest occupied orbital energy	-13.71	eV
total charge	+1
gap between HOMO and LUMO	10.27	eV
molecular weight	108.1	g/mol

Geometry (Å):
C1 -0.2247 0.1453 -2.0095
C2 -0.4422 0.4899 -0.5627
N1 -1.4814 -0.3975 0.1213
C3 0.8018 0.0608 0.2911
O1 0.9022 -1.3580 0.3635
P1 0.3889 0.6201 2.3204
H1 0.1326 -0.8381 -2.1979
H2 0.2792 0.9303 -2.4075
H3 -1.1049 0.1060 -2.4851
H4 -0.4502 1.6335 -0.3180
H5 -1.7109 0.2470 0.9010
H6 -0.8664 -1.1584 0.2568
H7 -2.1922 -0.4746 -0.5947
H8 1.8854 0.3857 0.1198
H9 1.3362 -1.6447 1.1364
H10 1.4459 1.5938 2.2833
H11 1.3007 -0.3411 2.7817

Which one is most stable, and which one is least stable? (2) is the most stable of them, while (1) is the least stable.